No. 1
Molecular formula: C4H12OS2
Method: DFT, ωB97M-V/def2-TZVPD

Geometry as XYZ:
```
19
Properties=species:S:1:pos:R:3:forces:R:3:lowdin_charge:R:1
C 0.95046 -2.67043 -1.43195 0.2 0.7 -0.8 -0.196
C -0.02606 -1.94776 -0.55218 0.1 0.2 2.2 -0.544
S 0.81613 -1.76343 1.13296 0.0 -0.7 -0.7 0.445
S -0.72264 -1.31223 2.36378 0.3 1.0 0.6 0.440
C -0.30306 0.49893 2.67597 -0.3 -0.8 -1.3 -0.548
C -0.62270 1.35754 1.43993 -0.7 0.0 -0.3 -0.177
H 0.57909 -2.69936 -2.45999 0.1 -0.1 0.0 0.074
H 1.89571 -2.11858 -1.43225 0.0 -0.1 -0.2 0.067
H 1.17063 -3.68351 -1.11358 -0.2 -0.1 0.2 0.070
H -0.29068 -0.91051 -0.73439 0.1 -0.1 -1.0 0.043
H -0.93389 -2.49841 -0.32523 -0.1 -0.1 -0.2 0.056
H 0.75393 0.51813 2.91369 0.0 0.0 0.4 0.047
H -0.94909 0.79010 3.49692 0.2 0.0 0.3 0.054
H -0.98867 0.75870 0.60273 -0.2 -0.1 0.3 0.037
H -1.42400 2.03748 1.72704 0.0 0.2 -0.3 0.065
H 0.15391 1.94475 0.95670 0.5 0.1 0.6 0.069
H -0.12933 3.31752 -3.57605 0.0 -0.6 -0.6 0.022
H 0.40176 4.48076 -2.82662 1.1 1.0 0.2 0.010
O -0.33148 3.90032 -2.85747 -1.2 -0.4 0.4 -0.032
```
Positions in Å, forces in eV/Å.

The total energy comes out at -28060.3294 eV. As for the HOMO energy: -8.310 eV. For the HOMO-LUMO gap, the calculation gives 9.01 eV. The calculation puts the LUMO energy at 0.70 eV. As for the total charge: 0.


No. 2
Molecular formula: C3H12N3O
Method: DFT, ωB97M-V/def2-TZVPD

Geometry as XYZ:
```
19
Properties=species:S:1:pos:R:3:forces:R:3:lowdin_charge:R:1
C -2.16640 0.52924 -1.95831 0.6 -0.1 -1.4 -0.096
O -0.82089 0.03628 -1.96099 0.9 0.0 1.0 -0.172
H -0.51212 -0.46866 -2.71425 -0.7 0.1 -0.5 0.100
H -2.84209 -0.30051 -2.18979 -0.2 0.4 0.5 0.094
H -2.25444 1.29812 -2.73702 -0.2 -0.2 0.2 0.090
H -2.28123 1.01775 -0.99620 -0.4 -0.3 0.1 0.070
C 1.52325 -1.68360 0.66470 -0.1 -0.9 -0.8 -0.050
C 0.59489 0.45911 1.04170 -1.8 -3.0 -1.1 -0.411
N 0.02611 1.50673 0.42953 -0.7 1.3 1.5 0.187
N 0.36897 -0.78069 0.48171 2.3 2.3 -0.1 0.067
N 1.18970 0.42142 2.22419 -0.3 1.0 1.0 0.226
H -0.69519 1.96917 0.95430 0.3 0.7 0.2 0.126
H 0.20101 1.89883 -0.47745 0.2 -0.8 -0.4 0.129
H -0.11895 -0.66258 -0.42340 0.4 -0.4 0.0 0.106
H 0.94482 1.03169 2.99514 0.3 0.8 -0.6 0.151
H 1.30635 -0.49227 2.60195 0.2 -0.7 0.1 0.100
H 2.49234 -1.22225 0.47479 -0.1 0.6 0.2 0.101
H 1.51542 -2.47320 -0.08394 -0.5 -0.3 0.3 0.099
H 1.52845 -2.08459 1.67334 -0.1 -0.5 -0.1 0.084
```
Positions in Å, forces in eV/Å.

The total energy comes out at -9816.6311 eV. As for the HOMO energy: -14.477 eV. For the HOMO-LUMO gap, the calculation gives 10.92 eV. The calculation puts the LUMO energy at -3.56 eV. As for the total charge: +1.


No. 3
Molecular formula: C14H15N2O
Method: DFT, ωB97M-V/def2-TZVPD

Geometry as XYZ:
```
32
Properties=species:S:1:pos:R:3:forces:R:3:lowdin_charge:R:1
N 0.25312 4.58141 0.77876 -2.1 -1.5 -1.5 0.025
C -0.62117 4.20905 0.05471 3.0 2.0 1.6 -0.370
C -1.66520 4.09541 -0.83302 -1.6 0.4 -0.7 -0.191
C -1.69312 3.22943 -1.98652 0.5 -0.3 1.6 -0.298
C -2.81619 3.46434 -2.86247 -2.1 1.4 -3.5 -0.194
N -3.61035 3.68819 -3.70237 2.0 -0.6 2.5 0.128
H -2.51667 4.79144 -0.65494 0.6 -0.9 -0.1 0.089
H -0.73909 3.15170 -2.53185 -0.3 -0.3 0.1 0.137
C 1.68642 -3.22083 0.22730 -0.1 -0.1 0.0 -0.063
C 1.23113 -2.02214 1.05361 -0.4 0.3 -0.4 -0.573
C 0.59721 -2.55880 2.32988 0.1 -0.1 0.1 -0.084
C 2.46881 -1.22360 1.46108 -0.1 0.1 0.1 -0.057
C 0.25887 -1.12398 0.24786 0.2 -0.2 0.3 -0.196
C -1.04473 -0.85417 0.67930 0.1 0.2 0.0 -0.047
C -1.82927 0.09713 0.02717 0.2 -0.1 -0.2 0.004
C -1.33861 0.80773 -1.10914 0.4 -0.4 0.9 -0.315
O -2.13563 1.72483 -1.65548 -0.2 -0.5 -0.3 -0.091
C -0.05015 0.46998 -1.58832 -0.1 -0.5 0.0 -0.002
C 0.70981 -0.50186 -0.91898 -0.2 0.2 0.2 -0.051
H 2.18674 -2.92329 -0.69193 0.0 0.0 -0.1 0.073
H 2.38105 -3.81222 0.82537 0.1 -0.1 -0.1 0.076
H 0.83832 -3.85376 -0.03177 -0.1 0.0 -0.1 0.086
H 0.28474 -1.75976 2.99661 0.0 0.1 0.1 0.084
H -0.26130 -3.19177 2.12438 -0.2 -0.1 0.0 0.080
H 1.34279 -3.16468 2.85063 -0.1 0.0 0.1 0.080
H 2.18486 -0.38304 2.09453 0.0 0.1 0.0 0.093
H 3.13568 -1.87968 2.02405 0.1 0.1 0.0 0.077
H 3.00257 -0.82868 0.59859 0.0 0.0 0.0 0.076
H -1.44199 -1.37298 1.56629 0.1 0.4 -0.5 0.100
H -2.83607 0.28213 0.42294 0.4 0.2 -0.4 0.112
H 0.33705 0.89088 -2.52430 -0.2 0.0 0.5 0.109
H 1.70036 -0.80841 -1.27194 -0.3 0.4 -0.1 0.102
```
Positions in Å, forces in eV/Å.

The total energy comes out at -19788.5983 eV. As for the HOMO energy: -3.425 eV. For the HOMO-LUMO gap, the calculation gives 6.17 eV. The calculation puts the LUMO energy at 2.74 eV. As for the total charge: -1.


No. 4
Molecular formula: C33H71Br2F3INO12P2
Method: DFT, ωB97M-V/def2-TZVPD

Geometry as XYZ:
```
125
Properties=species:S:1:pos:R:3:forces:R:3:lowdin_charge:R:1
C -4.35427 -1.16402 -1.46801 0.1 0.6 -0.4 -0.086
C -2.88970 -1.25925 -0.66102 -3.3 -0.3 -0.1 -0.324
O -1.87020 -1.30645 -1.70427 1.1 1.2 1.0 -0.257
C -0.61084 -0.64725 -1.34490 -1.0 -2.5 1.0 -0.887
I -0.11403 -1.48058 0.67878 0.8 -1.0 -0.8 0.919
O 0.47692 -1.12998 -2.16753 -2.3 1.9 -0.1 -0.172
C 0.70659 -0.47740 -3.43533 1.5 -0.3 -2.7 -0.362
C -0.58586 -0.02060 -4.31409 -1.4 -0.3 -0.6 -0.211
N -1.32775 -1.29096 -4.78462 -1.1 1.6 -0.1 -0.014
C 1.46387 -1.65437 -4.36300 0.0 -0.7 0.8 -0.083
C 1.71459 -1.20761 -5.91471 0.8 0.8 -0.2 -0.210
O 2.65130 -2.14566 -6.61797 -0.3 0.9 2.2 -0.133
C 1.88435 0.70432 -3.29064 2.2 -0.1 0.3 -0.392
O 2.43653 0.66558 -1.91966 1.0 1.1 -1.4 -0.189
C 3.69343 1.41022 -1.79915 0.6 0.2 1.8 -0.188
C 5.06366 0.53186 -1.95199 1.2 -0.4 -0.7 -0.126
C 4.87508 -0.99085 -2.51882 0.7 -0.3 0.0 -0.183
C 4.12919 -2.03489 -1.49976 0.1 -0.1 0.6 -0.204
C 4.22544 -3.61551 -1.92738 -0.9 0.6 0.7 -0.150
C 3.50601 -4.46876 -0.68206 2.5 0.1 -0.2 -0.182
O 2.07730 -4.15821 -0.51608 -1.5 -3.1 -2.1 -0.143
C 1.21813 -5.03379 -1.33024 2.0 -3.0 -4.9 -0.255
C -0.40043 -5.28761 -1.01531 0.0 1.3 1.1 -0.026
O 1.69306 -5.70194 -2.41641 -2.4 4.3 7.0 -0.067
C 3.71707 2.01621 -0.23970 -0.6 0.8 0.4 -0.173
F 2.47606 2.73528 0.12749 4.2 -2.3 -0.9 0.000
F 4.83737 3.02908 -0.24876 -3.3 -3.2 0.7 -0.012
F 3.92890 0.96330 0.78799 -0.5 3.7 -3.2 0.019
P 1.23057 2.45473 -3.80559 -2.0 1.0 1.2 0.614
O 1.45183 3.62379 -2.53472 2.0 -1.0 -2.5 -0.411
Br 2.51002 3.22023 -5.53355 0.3 -0.4 0.8 0.224
P -0.71092 1.23241 -1.04197 0.0 2.5 -0.6 0.712
O -2.23004 1.91946 -1.61136 1.4 -3.3 0.2 -0.376
Br -0.80770 1.56362 1.24721 -0.4 0.5 -1.1 0.261
H -4.93455 -2.19342 -1.45893 1.2 2.3 0.0 0.086
H -4.16432 -0.84838 -2.59762 -0.3 -0.8 2.3 0.076
H -5.02144 -0.29088 -1.01340 1.3 -2.1 -0.8 0.092
H -2.87489 -0.32483 0.03991 0.5 -1.7 -1.3 0.086
H -2.98932 -2.26172 -0.02026 0.9 2.3 -1.4 0.120
H -1.39591 0.61242 -3.75741 2.0 -0.8 -0.8 0.099
H -0.33963 0.56441 -5.31138 0.2 -0.9 2.5 0.123
H -1.35370 -1.26545 -5.82925 0.0 -0.1 1.3 0.066
H -2.33752 -1.17142 -4.47768 1.7 -0.4 -0.5 0.074
H 2.46830 -1.88613 -3.76125 -1.9 0.6 -1.6 0.107
H 0.86220 -2.68538 -4.32941 1.1 2.6 -0.1 0.149
H 0.71489 -1.11384 -6.54767 2.2 -0.7 1.4 0.125
H 2.23723 -0.13959 -6.01443 -1.2 -2.0 0.5 0.112
H 3.43424 -2.27829 -5.99559 -1.6 0.3 -1.2 0.099
H 2.80644 0.50317 -4.01100 -2.1 0.0 1.2 0.104
H 3.79673 2.34664 -2.49252 -0.6 -1.8 1.3 0.142
H 5.72552 0.47466 -0.96654 -1.8 0.3 -1.9 0.135
H 5.75415 1.10003 -2.74335 -1.5 -1.2 1.7 0.132
H 4.40846 -0.91319 -3.58880 0.6 -0.4 2.0 0.094
H 5.97708 -1.42267 -2.68064 -2.3 1.0 0.3 0.123
H 4.67676 -1.93119 -0.45032 -1.1 -0.1 -2.1 0.129
H 2.99556 -1.80467 -1.29310 2.2 -0.2 -0.6 0.103
H 3.62292 -3.79168 -2.92262 1.4 0.1 1.9 0.111
H 5.35402 -3.91592 -2.01380 -2.2 0.4 0.1 0.118
H 3.71942 -5.62403 -0.75898 -0.8 2.3 -0.1 0.137
H 4.08183 -4.10644 0.29822 -1.7 -0.6 -1.9 0.140
H -1.06283 -4.85539 -1.90065 1.8 -1.0 1.7 0.104
H -0.73240 -4.70700 -0.03697 0.9 -1.1 -2.1 0.058
H -0.65851 -6.41946 -0.82666 1.0 2.2 -0.7 0.096
H 2.28295 4.13201 -2.78424 -1.3 -0.6 0.8 0.045
H -2.71182 1.15674 -2.04822 0.3 1.2 0.7 0.041
C -1.29548 0.41331 5.31808 0.2 0.0 0.0 -0.079
C -2.17278 -0.63311 4.65050 0.1 0.0 0.0 -0.279
O -1.56755 -1.92197 4.58253 0.0 -0.1 -0.1 -0.177
C -1.22342 -2.52767 5.82642 -0.1 0.0 -0.1 -0.277
C -2.41506 -2.74198 6.74441 -0.2 0.0 0.0 -0.083
H -0.33669 0.50185 4.79194 -0.2 0.0 0.0 0.081
H -1.79257 1.38900 5.31188 0.1 -0.1 0.0 0.079
H -1.07448 0.15817 6.35628 -0.1 0.1 0.0 0.065
H -2.36599 -0.32224 3.61891 0.1 -0.3 0.0 0.097
H -3.14928 -0.69936 5.13960 0.0 0.0 0.1 0.105
H -0.43982 -1.94727 6.32437 -0.1 0.0 0.1 0.105
H -0.78090 -3.50236 5.58989 -0.1 0.2 -0.2 0.119
H -2.89358 -1.79955 7.02077 0.1 0.0 0.1 0.064
H -2.10078 -3.24183 7.66544 0.0 0.0 -0.1 0.077
H -3.17201 -3.36057 6.25054 0.1 0.0 0.1 0.082
C 10.53619 -1.34462 -3.73182 0.0 -0.1 -0.2 -0.081
C 9.57355 -1.49943 -2.56576 0.0 -0.1 -0.1 -0.279
O 8.74216 -2.65311 -2.66511 -0.2 0.0 0.0 -0.180
C 9.40795 -3.91297 -2.71022 0.0 0.0 0.1 -0.277
C 10.25808 -4.19156 -1.48208 0.0 0.1 0.1 -0.082
H 9.98579 -1.30140 -4.68006 0.1 0.0 0.2 0.084
H 11.12376 -0.42701 -3.62297 -0.1 -0.1 0.0 0.079
H 11.23397 -2.18154 -3.79858 0.0 0.1 0.1 0.065
H 8.90595 -0.63225 -2.54479 -0.1 -0.3 0.0 0.112
H 10.10758 -1.49942 -1.61079 0.1 0.0 0.0 0.105
H 9.99994 -3.99391 -3.62775 0.1 0.0 0.0 0.105
H 8.62697 -4.67917 -2.77951 0.0 0.3 0.0 0.118
H 11.06134 -3.46027 -1.36580 0.0 -0.1 -0.1 0.065
H 10.71442 -5.18341 -1.55223 -0.1 0.1 0.0 0.078
H 9.64513 -4.15098 -0.57534 0.1 0.0 -0.1 0.083
C -3.55064 3.47069 1.80756 -0.1 0.1 0.2 -0.128
C -4.20721 3.83622 0.48634 0.0 -0.1 0.1 -0.268
O -5.58642 3.48195 0.42047 -0.1 -0.1 -0.1 -0.165
C -6.44268 4.08242 1.38940 0.1 0.0 0.0 -0.275
C -6.46141 5.60021 1.32146 0.1 0.1 -0.1 -0.077
H -3.64728 2.39456 1.99879 0.1 0.2 -0.1 0.057
H -2.48732 3.73182 1.79095 -0.3 0.0 0.0 0.027
H -4.00928 3.99314 2.64927 0.0 0.1 0.0 0.064
H -3.70411 3.29029 -0.31802 -0.3 0.0 0.1 0.090
H -4.07899 4.89964 0.26309 0.0 0.1 0.1 0.108
H -6.17823 3.73463 2.39337 0.0 0.1 0.0 0.100
H -7.45374 3.70819 1.19066 0.3 -0.1 -0.1 0.121
H -5.47724 6.03101 1.51988 -0.1 0.0 0.1 0.067
H -7.16036 6.00550 2.05910 0.0 -0.1 -0.1 0.063
H -6.76999 5.93475 0.32527 0.0 -0.1 0.1 0.083
C -7.93245 5.84355 5.43434 0.2 0.0 0.0 -0.081
C -8.80975 4.79713 4.76675 0.1 0.0 0.1 -0.278
O -8.20452 3.50828 4.69879 0.0 0.0 -0.1 -0.172
C -7.86038 2.90257 5.94267 -0.1 0.0 -0.1 -0.277
C -9.05203 2.68826 6.86066 -0.2 0.0 0.0 -0.083
H -6.97365 5.93209 4.90819 -0.2 0.0 0.1 0.078
H -8.42953 6.81924 5.42813 0.1 -0.1 0.0 0.080
H -7.71144 5.58841 6.47253 -0.1 0.1 0.0 0.065
H -9.00296 5.10801 3.73517 0.1 -0.3 0.0 0.111
H -9.78624 4.73089 5.25585 0.0 0.0 0.1 0.105
H -7.07679 3.48298 6.44062 0.0 0.0 0.1 0.105
H -7.41786 1.92788 5.70614 -0.1 0.2 -0.2 0.119
H -9.53055 3.63069 7.13702 0.1 0.0 0.1 0.065
H -8.73775 2.18841 7.78169 0.0 0.0 -0.1 0.078
H -9.80897 2.06967 6.36679 0.1 0.0 0.1 0.083
```
Positions in Å, forces in eV/Å.

The total energy comes out at -236336.6319 eV. As for the HOMO energy: -8.566 eV. For the HOMO-LUMO gap, the calculation gives 8.03 eV. The calculation puts the LUMO energy at -0.54 eV. As for the total charge: 0.